1.
# C4H9NO

2 unconnected molecules or ions with the total composition C4H9NO at a distorted geometry (the ωB97M-V functional and the def2-TZVPD basis, the Open Molecules 2025 dataset).

Positions of all 15 atoms, in Å:
C (3.6427, 0.8808, -0.5652)
C (2.4646, 0.7383, -1.1260)
C (1.2757, 0.0026, -0.5194)
C (0.0035, -0.0329, -0.9785)
N (-1.2106, -0.2117, -0.4195)
H (4.2261, 1.8300, -0.4995)
H (3.7715, 0.3099, 0.2717)
H (2.2665, 1.4880, -1.9925)
H (1.6647, -0.6974, 0.3390)
H (-0.1142, 0.2095, -2.0612)
H (-1.8391, -0.4601, -1.1507)
H (-1.3633, -1.0168, 0.2670)
O (-4.8432, -1.1913, 2.4034)
H (-4.6975, -1.4833, 3.3805)
H (-5.2473, -0.3655, 2.6510)

Summary:
energy relative to the best compared isomer or geometry (same formula, charge and spin) = 354.4 kJ/mol
DFT total energy = -7828.6470 eV
multiplicity = 1
E_LUMO = 0.02767 hartree

---

2.
# C4H9NO

C4H9NO in the gas phase at a distorted geometry (the ωB97M-V functional and the def2-TZVPD basis, the Open Molecules 2025 dataset).

Positions of all 15 atoms, in Å:
C (-0.7114, -1.3192, 0.5472)
C (-0.2110, -0.0696, -0.1536)
C (-1.1500, 1.1197, -0.0779)
C (1.1636, 0.3010, 0.3477)
N (2.0022, 0.1603, -0.7019)
O (1.3373, 0.6373, 1.5100)
H (-0.9162, -1.1636, 1.6126)
H (0.0341, -2.1169, 0.4592)
H (-1.6347, -1.6200, 0.0514)
H (-0.0705, -0.3567, -1.3462)
H (-0.7325, 1.9554, -0.6498)
H (-2.1063, 0.8154, -0.5058)
H (-1.3169, 1.4654, 0.9495)
H (1.3141, -0.1692, -1.4911)
H (2.9982, 0.3607, -0.5512)

Summary:
energy relative to the best compared isomer or geometry (same formula, charge and spin) = 113.7 kJ/mol
DFT total energy = -7831.1415 eV
multiplicity = 1
E_LUMO = 0.03197 hartree

---

3.
# C4H9NO

2 unconnected molecules or ions with the total composition C4H9NO (the ωB97M-V functional and the def2-TZVPD basis, the Open Molecules 2025 dataset).

Positions of all 15 atoms, in Å:
C (-0.5471, -0.4669, -1.7045)
C (0.5594, -0.6367, -0.7159)
N (1.3538, 0.3186, -0.4273)
C (2.3710, 0.0040, 0.5013)
O (2.9166, -1.0678, 0.6066)
H (-0.2087, -0.8195, -2.6864)
H (-0.8243, 0.5862, -1.7929)
H (-1.4219, -1.0615, -1.4239)
H (0.6696, -1.6159, -0.2315)
H (2.6512, 0.8710, 1.1222)
C (-1.5458, 0.7896, 1.3526)
H (-1.9500, -0.1053, 0.8691)
H (-2.2950, 1.5831, 1.3275)
H (-1.2902, 0.5536, 2.3882)
H (-0.6510, 1.1201, 0.8230)

Summary:
energy relative to the best compared isomer or geometry (same formula, charge and spin) = 153.3 kJ/mol
DFT total energy = -7830.7315 eV
multiplicity = 1
E_LUMO = 0.01037 hartree

---

4.
# C4H9NO

C4H9NO in the gas phase at a distorted geometry (the ωB97M-V functional and the def2-TZVPD basis, the Open Molecules 2025 dataset).

Positions of all 15 atoms, in Å:
C (2.2188, 0.5239, -0.0696)
O (0.8155, 0.4777, 0.0236)
C (0.2850, -0.8355, 0.0273)
C (-1.2120, -0.7537, -0.1916)
C (-2.0255, 0.4255, 0.3898)
N (-1.7259, 0.3143, -1.0238)
H (2.5801, 0.0007, -0.9686)
H (2.7006, 0.0753, 0.8117)
H (2.5086, 1.5763, -0.1337)
H (0.4751, -1.3413, 0.9826)
H (0.8053, -1.4244, -0.7555)
H (-1.9190, -1.3265, 0.3866)
H (-1.4875, 1.0531, 1.0747)
H (-3.1021, 0.3039, 0.5807)
H (-0.9169, 0.9307, -1.1339)

Summary:
energy relative to the best compared isomer or geometry (same formula, charge and spin) = 382.6 kJ/mol
DFT total energy = -7828.3544 eV
multiplicity = 1
E_LUMO = 0.03675 hartree

---

| no. | gap between HOMO and LUMO (eV) |
| --- | --- |
| 1 | 8.46 |
| 2 | 10.44 |
| 3 | 10.37 |
| 4 | 9.53 |